*a*
90
Properties=species:S:1:pos:R:3 method="wB97M-V/def2-TZVPD" total_charge=0 homo_lumo_gap_ha=0.2212 e_homo_ev=-7.449
Te -0.13959 -1.06022 0.85822
Pd -1.67071 1.00782 -0.07455
Br 3.03786 -4.56403 -3.79493
As -4.85555 1.09152 -1.01874
S -3.40496 -0.48783 -0.19407
S -6.26780 1.45868 0.45767
S -3.16447 2.60232 -0.83966
S -5.25803 0.64522 -2.99833
Si -0.96958 -4.28583 0.68636
Si 3.20203 -0.26967 0.97150
O -0.10844 2.40506 -0.07417
N -2.64324 2.15709 3.92804
N 2.92313 1.26044 -5.56047
N 2.66353 2.27614 -4.88555
N -2.40926 1.42641 1.75850
N -1.02733 0.74632 -1.98102
C 3.14334 -1.76194 -3.35435
C 2.98084 -2.74578 -4.31795
C 0.71498 -4.71439 1.38466
C -1.56540 -0.02940 -2.89300
C -4.52610 3.51794 2.99950
C 2.12934 3.25369 -2.80268
C 4.77798 -0.79486 0.10987
C 0.48863 2.42604 -1.23407
C -0.80068 -2.70365 -0.32692
C 1.48651 3.33350 -1.56711
C 1.77459 -0.94987 -0.06900
C 0.07399 1.51110 -2.26218
C -1.02356 -0.09954 -4.18613
C -4.10119 2.27949 3.77979
C 1.83864 2.27687 -3.73603
C 3.11615 1.59125 1.06544
C 2.78035 -1.07501 -6.00945
C -1.84733 4.03947 5.36636
C -1.57618 -5.63745 -0.44980
C 0.09727 0.61493 -4.49044
C -2.06465 2.53820 5.21524
C -2.19492 -3.96070 2.05832
C 3.13674 -1.02875 2.68354
C 2.80269 -2.41314 -5.64954
C -1.87774 1.81290 2.87904
C 0.70937 1.43671 -3.51337
C 3.08174 -0.42836 -3.71513
C -0.38521 1.85356 3.01724
C 2.88527 -0.07304 -5.05025
H -4.51084 2.31089 4.78856
H -0.06089 2.74763 3.54552
H 1.98868 -1.99229 -0.31863
H 4.86334 -0.35152 -0.88514
H 5.65143 -0.47792 0.68506
H -0.88648 -5.79701 -1.28151
H 0.66438 -5.60971 2.00825
H -2.39294 -4.87082 2.62874
H -0.06888 -2.79360 -1.13293
H -1.75749 -2.40782 -0.76290
H 0.06307 1.86413 2.02847
H 3.50905 -2.05612 2.67028
H 2.67462 -0.78414 -7.04684
H -1.26098 4.24856 6.26189
H 2.92057 3.95095 -3.05024
H -3.14511 -3.60132 1.65547
H -5.61061 3.53209 2.90078
H -0.03598 0.98149 3.57476
H -2.55567 -5.39089 -0.86475
H 3.83393 1.96534 1.79963
H 1.43514 -4.90872 0.58533
H -2.75180 2.18459 5.98453
H -4.20454 4.42587 3.51157
H -1.82491 -3.20644 2.75702
H -2.46433 -0.56449 -2.61675
H 4.83090 -1.88113 0.00269
H -3.42269 1.42017 1.72026
H 3.36199 2.03692 0.09934
H 0.49766 0.58359 -5.49425
H 3.22645 0.33219 -2.95908
H -2.79687 4.56704 5.45509
H 1.64972 -0.39760 -1.00327
H 2.69593 -3.18632 -6.39740
H 3.31803 -2.03973 -2.32500
H -1.31826 4.44862 4.50469
H 2.12409 1.95478 1.34143
H 2.12464 -1.05189 3.09354
H -4.11790 3.52165 1.98879
H -4.50218 1.37470 3.31453
H 3.76266 -0.45938 3.37436
H -1.67114 -6.58203 0.09087
H -1.13553 1.99317 5.36698
H 1.75454 4.09650 -0.84899
H -1.52496 -0.70488 -4.92723
H 1.10708 -3.90428 2.00604

=====

*b*
90
Properties=species:S:1:pos:R:3 method="wB97M-V/def2-TZVPD" total_charge=0 homo_lumo_gap_ha=0.2533 e_homo_ev=-7.260
Te 0.97996 0.27806 2.62899
Pd -1.53782 -0.13033 0.79429
Br -4.98181 -0.56115 -5.57504
As -2.63840 -0.92499 3.73803
S -1.23911 1.09506 2.81801
S -4.43788 -0.01879 3.32524
S -1.93403 -1.40174 5.60206
S -1.75420 -2.07133 2.10471
Si 3.75229 2.25698 2.17594
Si 2.35422 -1.53828 5.07536
O 0.92556 0.49007 -0.10850
N -1.57471 1.62686 -0.35315
N -1.87336 -1.18800 -0.92492
N 0.03989 4.04302 -4.31703
N -0.90189 3.94111 -5.11682
N -1.76808 -2.98202 -2.39308
C 4.50425 2.20809 3.88775
C 2.43924 -1.71095 6.93119
C 4.08362 -1.50979 4.34868
C -1.83035 2.84126 -5.10294
C -2.97704 3.32318 -1.24900
C -3.04790 -2.61543 -2.99201
C -0.58973 1.94905 -1.23187
C 1.45365 0.08654 4.69465
C 4.10421 3.90535 1.37144
C -1.41753 1.51160 -5.13902
C -0.82029 2.91002 -2.24377
C 0.19565 3.15949 -3.20287
C -4.27000 -2.97024 -2.14822
C 0.70838 1.29988 -1.06712
C 0.04829 -2.63354 -0.77523
C 1.67871 1.65056 -2.02139
C -4.12226 2.14047 -5.35380
C 4.37814 0.85088 1.12418
C 1.86983 2.15464 2.30127
C 1.40493 -2.93959 4.29602
C -1.26648 -2.24322 -1.38013
C -2.71819 2.27653 -0.35265
C -1.70747 -5.45525 -2.04010
C -2.35519 0.49953 -5.27513
C 1.42861 2.57500 -3.03111
C -3.70081 0.82231 -5.37089
C -1.17150 -4.25098 -2.80336
C -2.04183 3.62262 -2.19597
C -3.17707 3.14630 -5.24161
H 3.64892 3.96539 0.38065
H -3.47668 4.18660 -5.26558
H 1.43878 2.43857 1.33867
H -1.17677 -6.35765 -2.34581
H 3.95529 0.91991 0.12079
H 4.30761 1.26012 4.39122
H -2.21955 4.42447 -2.90029
H 4.75859 -0.83775 4.88165
H -1.57512 -5.32785 -0.96502
H 4.11464 3.01335 4.51460
H -0.05001 -3.56449 -0.21417
H -0.09217 -4.19033 -2.69408
H 1.43080 -2.88950 3.20359
H 0.80667 -2.77076 -1.54447
H 0.47989 0.06499 5.19682
H -5.17219 2.37959 -5.44886
H -0.36799 1.26323 -5.06389
H 4.50669 -2.51579 4.40983
H 4.08629 -1.22571 3.29340
H -4.20388 -2.56183 -1.13908
H 1.98115 0.98836 5.00990
H -4.38883 -4.04920 -2.05936
H -3.45314 1.96753 0.38255
H -2.03680 -0.53362 -5.32011
H 0.35573 -2.93714 4.59629
H -3.91153 3.86251 -1.18567
H -3.10375 -3.11441 -3.95938
H -1.36663 -4.36672 -3.87074
H 1.84492 -3.89596 4.59034
H -2.77184 -0.99778 -1.34535
H 1.43688 -1.73973 7.36316
H 2.65145 1.18222 -1.94294
H 2.97924 -0.87643 7.38356
H 4.09231 -0.12280 1.52780
H -5.16552 -2.56757 -2.62109
H 0.38102 -1.84122 -0.11141
H 5.58812 2.32961 3.82764
H -2.76891 -5.60833 -2.23261
H 1.46689 2.81795 3.06999
H -3.03422 -1.54421 -3.21243
H 5.18068 4.05241 1.25517
H 3.71827 4.73123 1.97240
H 2.20994 2.82892 -3.73934
H 5.46749 0.87443 1.04945
H 2.95278 -2.63343 7.21112

=====

The least stable of them is *a*.

=====

*a*
24
Properties=species:S:1:pos:R:3 method="wB97M-V/def2-TZVPD" total_charge=0 homo_lumo_gap_ha=0.3549 e_homo_ev=-8.897
O 2.01316 3.23293 1.28714
N -0.19109 3.45600 0.77386
C 0.03976 -2.79067 0.43325
C -0.25272 -2.23718 1.67080
C -0.83387 -1.01365 1.87954
C -1.13136 -0.13500 0.75412
C -0.32858 -2.67791 -1.97615
C -0.88370 -0.62252 -0.53669
C -0.30222 -1.93613 -0.59986
C 1.55515 2.47606 -0.88963
C 1.18707 3.15048 0.40884
H 0.14313 -2.19916 -2.89483
H -1.26089 -0.08296 -1.50797
H 0.01303 -3.65672 -1.76943
H -0.12059 -2.91553 2.55661
H -1.31887 0.87219 0.93315
H -1.10841 -0.73357 2.89885
H 0.65051 -3.72925 0.47706
H 0.67892 2.41295 -1.46411
H -0.87631 3.33529 0.05024
H 2.37986 3.06948 -1.34633
H -1.50652 -2.60916 -2.17316
H 1.93115 1.45308 -0.64080
H -0.47660 3.88094 1.67549

=====

*b*
24
Properties=species:S:1:pos:R:3 method="wB97M-V/def2-TZVPD" total_charge=0 homo_lumo_gap_ha=0.3704 e_homo_ev=-9.303
O 3.13545 1.38237 1.52697
N 1.04511 0.81800 0.70767
C -0.95733 -1.79738 -1.34579
C 2.90130 0.28541 -0.71192
C -1.34361 -0.62669 -2.10182
C -2.26080 -1.09327 0.50755
C -1.42853 -1.99346 -0.02971
C 0.29690 1.10570 2.04491
C -2.20611 0.34791 -1.54930
C 2.39126 0.92832 0.61246
C -2.60231 0.09432 -0.18951
H -0.37967 1.89392 1.87879
H -0.36045 -2.54738 -1.83525
H 3.32262 -0.77094 -0.58588
H 0.96638 1.62364 2.80812
H 1.92194 0.14223 -1.17089
H 3.49341 0.97772 -1.16388
H -2.60577 -1.28008 1.50288
H -3.12510 0.88564 0.43559
H 0.49160 0.65784 -0.13845
H -0.24958 0.19223 2.37864
H -0.92510 -2.74325 0.62966
H -1.10183 -0.48116 -3.16486
H -2.59240 1.15945 -2.16510

=====

*c*
24
Properties=species:S:1:pos:R:3 method="wB97M-V/def2-TZVPD" total_charge=0 homo_lumo_gap_ha=0.3624 e_homo_ev=-9.059
O 2.61693 1.67964 1.06825
N 2.86080 1.10876 -1.09290
C -0.44434 -1.03602 -1.41804
C -2.71918 -1.63745 2.13432
C -1.93093 -1.27323 0.90566
C -1.82484 -1.16254 -1.49584
C -0.54339 -1.12243 0.98283
C -2.56863 -1.25191 -0.32837
C 1.27757 2.83187 -0.52861
C 0.17137 -0.95627 -0.18678
C 2.29116 1.83244 -0.09246
H 0.34460 2.66681 0.02057
H -2.31490 -1.30095 -2.44576
H 0.11979 -0.95340 -2.34888
H 2.46577 1.12443 -2.01680
H 1.22914 -0.73029 -0.21858
H -2.26516 -1.27220 3.05553
H -2.79941 -2.71543 2.23142
H 1.52094 3.86141 -0.26900
H 0.98357 2.82422 -1.58557
H -3.64951 -1.30369 -0.34388
H -0.12965 -1.13752 1.98290
H 3.51807 0.37089 -0.89453
H -3.75610 -1.27901 2.12180

=====

The least stable of them is *a*.

=====

*a*
24
Properties=species:S:1:pos:R:3 method="wB97M-V/def2-TZVPD" total_charge=0 homo_lumo_gap_ha=0.3157 e_homo_ev=-7.809
O 3.25533 2.06465 -0.33886
N 1.62342 0.47248 -0.08560
C -2.87753 0.81205 -1.31483
C 3.10902 -1.45982 0.19560
C -0.73197 1.11358 -0.10999
C -2.03771 0.99040 -0.10186
C 2.91883 0.92361 -0.07577
C 0.66932 1.39792 -0.25643
C 1.51643 -1.01905 0.27214
C 3.84681 -0.15631 0.55763
C -2.73721 0.84035 1.23772
H -2.90126 -0.18674 1.64329
H 1.06454 -1.08637 1.34104
H -3.32882 1.84569 -1.62428
H -2.44477 0.36906 -2.16926
H 3.38027 -2.24526 0.96459
H -3.76673 1.22604 1.02996
H 4.80481 0.15468 0.04463
H 0.79256 -1.55891 -0.35072
H 3.86090 -0.02908 1.63596
H -2.06035 1.38784 1.87142
H -3.69676 0.09584 -0.97896
H 1.09513 2.35976 -0.43662
H 3.42869 -1.83597 -0.74271

=====

*b*
24
Properties=species:S:1:pos:R:3 method="wB97M-V/def2-TZVPD" total_charge=0 homo_lumo_gap_ha=0.3350 e_homo_ev=-8.995
O -1.91988 -0.53108 -2.22248
N 1.94322 -0.15486 0.66811
C -0.51415 -0.57679 1.91688
C -0.22302 -0.08925 -0.61410
C 1.38070 1.82573 -0.43356
C -0.97440 -0.54696 0.48917
C -0.82981 -0.02125 -1.94562
C 1.65484 0.80254 1.74103
C 1.83426 2.10135 1.01297
C 1.25011 0.30896 -0.55023
C 0.21087 0.72984 2.32639
H 0.25746 0.72187 3.40986
H -0.38471 1.56346 2.02930
H 2.39837 0.75593 2.54786
H 1.65655 -1.07096 0.88691
H 1.28964 2.90261 1.47976
H -1.98927 -0.90641 0.30731
H 0.10606 -1.46850 2.04821
H 2.15620 2.14506 -1.11949
H -1.37252 -0.73142 2.59680
H 2.90631 2.35386 0.97826
H -0.29134 0.37189 -2.77593
H 0.43640 2.34099 -0.63259
H 1.71837 -0.12640 -1.44458

=====

The least stable of them is *a*.